Entry from OMol25: a cluster of 2 separate species, C4H3FN3O4P in total in a non-equilibrium geometry (ωB97M-V/def2-TZVPD).

## Properties
- charge = -2
- ΔE to the lowest compared entry with this formula, charge and spin (kJ/mol) = 163.78
- DFT total energy (hartree) = -1060.6474
- lowest unoccupied orbital energy (alpha / beta) (eV) = 6.162 / 6.170
- orbital gap (alpha / beta) (eV) = 7.439 / 6.796

Last column: natural (NBO) charge in e.
Positions of all 16 atoms, in Å:
C 0.5231 -0.2933 -1.0378  -0.54
C 1.8822 0.0704 -0.9183  0.10
C 0.2905 -1.3199 -0.1957  0.47
C 2.4736 -1.8518 0.2752  0.72
N 2.8003 -0.6817 -0.3813  -0.61
N 1.0490 -1.9929 0.5493  -0.58
N -2.0183 -1.9936 0.0179  -0.47
O -2.1529 -0.2096 1.6984  -1.00
O -4.2790 -0.7023 0.5251  -1.19
O 3.2351 -2.5765 0.8313  -0.67
O -2.5137 0.5217 -0.7917  -1.21
F -2.0103 -2.2497 -1.3231  -0.29
P -2.8268 -0.5489 0.2605  2.36
H -0.2390 0.3664 -1.3079  0.28
H 2.1550 1.0274 -1.1961  0.16
H -1.2539 -0.4045 1.3856  0.48